(1)
A structure of composition C10H22AlBr3O2PS2 in a non-equilibrium geometry. Source: the Open Molecules 2025 dataset; level of theory: ωB97M-V/def2-TZVPD.

Last column: natural (NBO) charge in e.
Geometry (Å):
C  3.07145  -2.07611  0.41860  -0.632
C  1.89257  -1.39328  -0.27649  -0.535
S  1.22366  -2.39665  -1.64022  0.158
C  -0.01089  -1.37403  -2.49563  -1.130
Al  -1.12276  -0.18131  -1.24057  1.514
C  0.12527  1.27374  -0.53027  -1.116
C  -0.48349  2.62038  -0.30014  0.634
O  -1.40132  3.07944  -0.79681  -0.469
Br  0.48510  3.78376  1.05756  -0.250
C  -1.84050  -1.42189  0.20152  -1.035
C  -2.96712  -0.80905  1.08839  0.096
C  -4.31651  -1.42619  0.65587  -0.621
O  -2.77368  -1.29694  2.44115  -0.744
P  -2.84677  0.66601  -2.65292  0.201
S  -2.13337  1.95202  -3.99816  -0.723
H  3.77790  -2.48365  -0.31178  0.210
H  3.58558  -1.30304  1.02516  0.225
H  2.71117  -2.84890  1.10734  0.201
H  1.10174  -1.16317  0.44641  0.199
H  2.18911  -0.42388  -0.69700  0.201
H  -0.73662  -2.08017  -2.92281  0.227
H  0.39447  -0.75963  -3.30969  0.223
H  0.97818  1.33171  -1.22152  0.270
H  0.55305  0.93840  0.42470  0.251
H  -2.28834  -2.26598  -0.34673  0.216
H  -1.03464  -1.86722  0.80295  0.219
H  -3.00343  0.28959  1.06798  0.155
H  -5.13589  -0.71610  0.83959  0.197
H  -4.50794  -2.35241  1.20061  0.222
H  -4.29977  -1.60794  -0.42449  0.203
H  -1.85685  -1.09781  2.67261  0.460
H  -3.27832  -0.46344  -3.41298  -0.013
H  -3.95760  1.19230  -1.93945  -0.020
Br  2.46060  0.27878  2.44182  -0.001
C  3.40726  1.97814  2.39176  -0.449
C  3.52248  2.49016  0.98187  -0.451
Br  4.89836  1.52998  -0.01043  -0.038
H  4.36938  1.82062  2.87077  0.224
H  2.81052  2.65947  2.99593  0.237
H  3.83926  3.53124  0.97700  0.229
H  2.59870  2.39307  0.41852  0.256

The HOMO energy is -4.60 eV. The spin multiplicity is 1. As for the net charge: -1. The calculation puts the energy relative to the best compared isomer or geometry (same formula, charge and spin) at 0.000 eV.

***

(2)
A cluster of 4 separate species, C10H22Cl2N3O6Si in total in a non-equilibrium geometry. Source: the Open Molecules 2025 dataset; level of theory: ωB97M-V/def2-TZVPD.

Last column: natural (NBO) charge in e.
Geometry (Å):
C  0.05575  -0.28651  -0.10167  -0.645
C  -1.26001  -0.18464  -0.98810  -0.140
Cl  -1.21578  0.88358  -2.46749  -0.069
C  -2.42349  -0.89734  -0.64098  -0.003
Cl  -2.45779  -2.02879  0.82246  -0.166
C  -3.70112  -0.71333  -1.52318  -1.061
Si  -4.69067  0.68867  -0.66473  1.634
C  -4.25309  0.93441  1.18507  -1.144
C  -6.55334  0.24256  -0.82659  -1.124
C  -4.25375  2.36927  -1.52954  -1.122
H  0.02061  0.59607  0.61720  0.197
H  0.06837  -1.25594  0.46150  0.241
H  0.94412  -0.13823  -0.78078  0.195
H  -4.33369  -1.65524  -1.54269  0.191
H  -5.06710  1.58305  1.65615  0.208
H  -3.30021  1.55262  1.25605  0.228
H  -4.19415  -0.01088  1.79250  0.239
H  -6.73467  -0.27985  -1.82274  0.234
H  -7.17431  1.18161  -0.70665  0.211
H  -6.84149  -0.51953  -0.02753  0.224
H  -4.37012  2.30263  -2.64783  0.234
H  -4.81693  3.24550  -1.08614  0.202
H  -3.15636  2.54589  -1.29207  0.238
C  -0.43585  0.89970  4.32572  -0.488
N  0.36065  1.69451  3.35694  0.536
O  -0.07957  2.77671  3.02451  -0.368
O  1.39956  1.20088  2.96401  -0.388
H  -1.33021  1.46009  4.58549  0.231
H  -0.69590  -0.04081  3.84224  0.253
H  0.18587  0.73440  5.20372  0.223
C  4.03746  -0.58694  0.11919  -0.490
N  3.48084  -1.91175  -0.25873  0.537
O  4.17138  -2.63503  -0.95860  -0.416
O  2.37645  -2.17665  0.15811  -0.340
H  5.02704  -0.48440  -0.32037  0.226
H  3.36137  0.17455  -0.26632  0.246
H  4.09206  -0.55201  1.20541  0.239
C  7.25385  -1.81363  -2.70668  -0.493
N  8.22185  -1.16620  -1.78411  0.535
O  7.81461  -0.83356  -0.68748  -0.378
O  9.35614  -1.01509  -2.19415  -0.383
H  6.28822  -1.88262  -2.20984  0.251
H  7.18609  -1.19347  -3.59853  0.232
H  7.63734  -2.80424  -2.94276  0.234

The HOMO energy is -2.56 eV. The spin multiplicity is 1. As for the net charge: -1.

***

(3)
A structure of composition C10H22ClF4N5O5P2S2 in a non-equilibrium geometry. Source: the Open Molecules 2025 dataset; level of theory: ωB97M-V/def2-TZVPD.

Last column: natural (NBO) charge in e.
Geometry (Å):
C  4.91173  0.96890  1.87430  -0.608
C  3.85472  1.58510  0.94487  -0.390
C  3.75651  0.82788  -0.39217  -0.403
C  2.88399  -0.43879  -0.28141  -0.405
C  1.99796  -0.73661  -1.50130  -0.402
C  1.11453  0.40413  -2.02566  -0.479
C  0.17224  1.05551  -1.04449  0.559
F  0.77809  1.46198  0.11496  -0.347
N  -0.40139  2.31318  -1.65699  -0.421
C  0.54900  3.43074  -1.77996  -0.432
C  -1.45332  2.57313  -0.84760  0.734
N  -1.80163  3.78283  -0.38327  -0.830
N  -2.13652  1.46330  -0.58648  -0.677
P  -3.39436  1.49315  0.66672  1.515
N  -4.77185  1.99666  0.20055  -1.279
C  -1.15341  0.32059  -0.64035  0.148
F  -1.03529  -0.11323  0.64474  -0.323
P  -2.00696  -0.85967  -1.86395  1.117
O  -3.32575  -1.18034  -1.01550  -1.015
Cl  -0.94272  -2.52108  -1.54903  -0.249
H  4.51214  0.09837  2.39376  0.210
H  5.23185  1.69572  2.62062  0.211
H  5.79877  0.67258  1.31262  0.199
H  4.13362  2.62201  0.74986  0.194
H  2.89953  1.53092  1.46886  0.198
H  3.38639  1.50555  -1.16259  0.181
H  4.77454  0.51084  -0.62236  0.208
H  2.26323  -0.39702  0.61428  0.205
H  3.54406  -1.30076  -0.18271  0.219
H  2.66549  -0.99285  -2.32891  0.214
H  1.41950  -1.62942  -1.29416  0.237
H  0.47430  0.01331  -2.82236  0.245
H  1.75045  1.15491  -2.48930  0.225
H  0.01421  4.28828  -2.18124  0.213
H  1.31248  3.18713  -2.50944  0.234
H  0.98382  3.71395  -0.82357  0.223
H  -1.92347  4.57290  -0.99525  0.434
H  -1.98409  3.93107  0.59686  0.439
H  -3.38133  0.20362  1.19399  -0.002
H  -2.82147  2.33074  1.64178  -0.104
H  -4.83601  2.22413  -0.78326  0.395
H  -3.13891  -1.69229  -0.17613  0.537
N  -3.26987  -5.02345  1.19215  -1.219
S  -3.13354  -6.35534  2.07888  2.517
O  -3.50998  -6.17598  3.43888  -0.921
O  -1.98729  -7.13986  1.77308  -0.918
F  -4.34238  -7.11914  1.41917  -0.491
S  -2.28629  -3.87622  1.53083  2.551
O  -2.69025  -2.63431  0.91830  -1.024
O  -0.89369  -4.17878  1.48753  -0.925
F  -2.56138  -3.56798  3.06186  -0.498

The HOMO energy is -9.02 eV. The spin multiplicity is 1. The calculation puts the energy relative to the best compared isomer or geometry (same formula, charge and spin) at 0.000 eV.

***

(4)
A structure of composition C10H22CrN3O5S2 in a non-equilibrium geometry. Source: the Open Molecules 2025 dataset; level of theory: ωB97M-V/def2-TZVPD.

Last column: natural (NBO) charge in e.
Geometry (Å):
Cr  0.65134  0.03010  -0.21145  1.141
C  -1.37226  -1.59515  0.72752  -0.090
C  -0.68816  -0.94080  1.96404  -0.089
O  -0.10403  0.34337  1.57857  -0.532
C  0.95316  0.97588  2.37941  -0.091
C  2.32799  1.12022  1.65339  -0.083
O  2.11612  1.21556  0.21352  -0.523
C  3.16226  0.97423  -0.78455  -0.094
C  2.94595  -0.32311  -1.60968  -0.090
O  1.52137  -0.41227  -1.91173  -0.521
C  0.87826  -1.63673  -2.38667  -0.091
C  -0.01778  -2.34722  -1.33084  -0.085
O  -0.71389  -1.32511  -0.55099  -0.529
H  -2.36736  -1.16826  0.60992  0.218
H  -1.47013  -2.66658  0.89600  0.244
H  0.07929  -1.57174  2.39202  0.230
H  -1.45419  -0.76672  2.72069  0.234
H  1.10610  0.42137  3.30310  0.257
H  0.57218  1.96705  2.61781  0.219
H  2.97592  0.28414  1.88187  0.220
H  2.79989  2.04022  1.99798  0.237
H  4.14926  0.97137  -0.32545  0.245
H  3.08834  1.82669  -1.45879  0.235
H  3.25065  -1.20642  -1.06604  0.226
H  3.51589  -0.23425  -2.53488  0.241
H  1.61640  -2.34273  -2.76382  0.244
H  0.25631  -1.30736  -3.21719  0.232
H  0.58003  -2.95799  -0.66793  0.227
H  -0.75035  -2.96070  -1.85488  0.235
O  2.44399  -1.88333  2.91507  -0.885
S  2.47144  -2.27683  1.51095  1.518
N  1.70594  -1.41860  0.55853  -1.171
C  -4.61519  1.41219  -1.06165  -0.447
N  -3.20165  1.36804  -1.41943  -0.529
C  -2.21693  1.79525  -0.65512  0.378
N  -2.48917  2.27815  0.55396  -0.757
S  -0.60390  1.78295  -1.27695  -0.163
H  -5.19997  1.02955  -1.89150  0.257
H  -4.94019  2.43508  -0.86123  0.226
H  -4.81427  0.79309  -0.18485  0.215
H  -2.95100  1.05398  -2.34315  0.438
H  -3.43959  2.48069  0.83057  0.424
H  -1.75807  2.74275  1.06384  0.430

The HOMO energy (spin up / spin down) is -15.46 / -15.65 eV. The spin multiplicity is 4. As for the net charge: +2. The calculation puts the energy relative to the best compared isomer or geometry (same formula, charge and spin) at 0.997 eV.